{"formula": "C53H45Cl2N4O5PRhS", "method": "ωB97M-V with the def2-TZVPD basis set", "species": ["Rh", "O", "S", "O", "N", "C", "C", "C", "C", "C", "C", "C", "C", "N", "C", "C", "C", "C", "C", "C", "C", "H", "H", "H", "H", "H", "H", "H", "H", "H", "H", "H", "C", "C", "C", "C", "C", "O", "C", "N", "C", "C", "C", "C", "C", "C", "P", "C", "C", "C", "C", "C", "C", "C", "C", "C", "C", "C", "C", "H", "H", "H", "H", "H", "H", "H", "H", "H", "H", "H", "H", "H", "H", "H", "H", "H", "H", "H", "H", "H", "H", "H", "H", "Cl", "C", "C", "C", "C", "C", "Cl", "C", "N", "C", "C", "C", "C", "C", "C", "C", "C", "O", "O", "H", "H", "H", "H", "H", "H", "H", "H", "H", "H"], "coordinates": [[-0.01, -0.54, -0.54], [-2.55, -3.77, -1.31], [-2.18, -3.30, -0.01], [-3.13, -3.41, 1.07], [-1.79, -1.66, -0.18], [-2.89, -0.86, -0.35], [-4.22, -1.30, -0.51], [-5.27, -0.39, -0.67], [-5.05, 0.96, -0.69], [-3.73, 1.47, -0.58], [-3.43, 2.84, -0.64], [-2.13, 3.26, -0.55], [-1.12, 2.30, -0.39], [-1.39, 1.01, -0.32], [-2.66, 0.57, -0.41], [-0.75, -4.19, 0.53], [0.18, -3.64, 1.39], [1.19, -4.45, 1.90], [1.23, -5.79, 1.56], [0.27, -6.34, 0.72], [-0.73, -5.54, 0.20], [-4.44, -2.35, -0.53], [-6.27, -0.78, -0.78], [-5.87, 1.65, -0.81], [-4.23, 3.56, -0.76], [-1.86, 4.31, -0.59], [-0.07, 2.59, -0.31], [0.11, -2.60, 1.66], [1.93, -4.03, 2.58], [2.01, -6.43, 1.97], [0.31, -7.39, 0.46], [-1.49, -5.93, -0.47], [-0.28, 1.21, 4.34], [-0.33, 0.32, 3.10], [-0.89, -1.06, 3.45], [1.06, 0.31, 2.46], [2.21, -0.17, 3.35], [3.08, -0.85, 2.43], [2.39, -1.07, 1.30], [1.22, -0.55, 1.28], [3.10, -1.85, 0.27], [4.33, -2.37, 0.72], [5.16, -3.14, -0.07], [4.77, -3.41, -1.37], [3.58, -2.91, -1.85], [2.70, -2.15, -1.05], [1.34, -1.53, -2.21], [0.07, -0.39, -3.10], [-1.25, -0.85, -3.14], [-2.22, -0.11, -3.78], [-1.88, 1.07, -4.43], [-0.55, 1.50, -4.43], [0.42, 0.79, -3.75], [0.85, -3.08, -3.01], [0.50, -3.07, -4.37], [0.14, -4.25, -5.01], [0.13, -5.45, -4.31], [0.49, -5.47, -2.97], [0.86, -4.30, -2.33], [-1.28, 1.40, 4.71], [0.19, 2.17, 4.12], [0.29, 0.73, 5.14], [-1.00, 0.78, 2.37], [-0.15, -1.68, 3.98], [-1.22, -1.60, 2.56], [-1.75, -0.94, 4.10], [1.26, 1.33, 2.12], [1.88, -0.89, 4.11], [2.77, 0.63, 3.82], [4.64, -2.15, 1.73], [6.09, -3.51, 0.32], [5.40, -4.01, -2.02], [3.31, -3.09, -2.88], [-1.51, -1.82, -2.72], [-3.25, -0.46, -3.79], [-2.63, 1.64, -4.95], [-0.28, 2.39, -4.98], [1.44, 1.14, -3.73], [0.52, -2.15, -4.93], [-0.13, -4.22, -6.06], [-0.15, -6.36, -4.81], [0.49, -6.40, -2.42], [1.16, -4.32, -1.29], [1.12, 4.86, -2.37], [1.75, 5.23, -0.80], [0.87, 5.89, 0.05], [1.23, 6.19, 1.35], [2.48, 5.82, 1.80], [3.36, 5.18, 0.95], [4.91, 4.71, 1.57], [3.05, 4.87, -0.40], [4.06, 4.30, -1.14], [4.05, 3.56, -2.36], [4.17, 4.21, -3.58], [4.23, 3.48, -4.76], [4.19, 2.09, -4.72], [4.12, 1.44, -3.50], [4.07, 2.16, -2.31], [3.98, 1.46, -0.98], [2.51, 1.38, -0.53], [2.10, 2.03, 0.43], [1.80, 0.55, -1.21], [-0.10, 6.17, -0.34], [0.54, 6.72, 2.00], [2.79, 6.02, 2.82], [4.87, 4.11, -0.57], [4.21, 5.29, -3.60], [4.33, 3.99, -5.71], [4.22, 1.52, -5.64], [4.10, 0.35, -3.46], [4.55, 1.98, -0.21], [4.35, 0.43, -1.06]], "multiplicity": 5, "energy_ev": -120059.13205, "e_homo_ev": [-9.253, -9.786], "total_charge": 1, "lumo_energy_ev": [-3.2, -5.3]}


{"formula": "C53H45N2O2PtS5", "method": "ωB97M-V with the def2-TZVPD basis set", "species": ["Pt", "C", "C", "C", "C", "C", "C", "C", "C", "S", "C", "N", "C", "C", "C", "C", "C", "C", "C", "C", "H", "H", "H", "H", "H", "H", "H", "H", "H", "H", "H", "H", "H", "H", "H", "H", "S", "C", "C", "C", "C", "C", "C", "N", "C", "C", "C", "C", "C", "C", "C", "H", "H", "H", "H", "H", "H", "H", "H", "O", "C", "C", "C", "C", "C", "S", "C", "C", "C", "C", "S", "C", "C", "C", "C", "S", "H", "H", "H", "H", "H", "H", "H", "H", "H", "C", "C", "C", "C", "C", "C", "C", "O", "C", "C", "C", "H", "H", "H", "H", "H", "H", "H", "H", "H", "H", "H", "H"], "coordinates": [[1.18, 0.98, -0.31], [-3.35, 2.09, 3.18], [-2.64, 1.71, 4.47], [-2.68, 2.92, 5.41], [-3.38, 0.53, 5.12], [-1.18, 1.31, 4.24], [-0.40, 1.00, 5.37], [0.93, 0.68, 5.28], [1.51, 0.66, 4.02], [3.18, 0.41, 3.62], [2.81, 0.65, 1.98], [1.54, 0.85, 1.71], [0.76, 0.91, 2.87], [-0.60, 1.25, 2.98], [3.77, 0.72, 0.89], [5.14, 0.55, 1.02], [5.95, 0.69, -0.09], [5.38, 1.01, -1.32], [4.01, 1.17, -1.45], [3.19, 1.03, -0.35], [-4.38, 2.39, 3.41], [-3.40, 1.26, 2.47], [-2.87, 2.94, 2.69], [-3.72, 3.22, 5.58], [-2.16, 3.77, 4.97], [-2.23, 2.71, 6.38], [-4.43, 0.80, 5.27], [-2.96, 0.26, 6.08], [-3.35, -0.35, 4.47], [-0.86, 1.03, 6.35], [1.52, 0.47, 6.17], [-1.16, 1.45, 2.08], [5.57, 0.30, 1.99], [7.02, 0.56, 0.00], [6.02, 1.12, -2.18], [3.61, 1.41, -2.43], [1.15, 2.85, -4.33], [1.20, 1.14, -4.63], [1.27, 0.49, -5.85], [1.28, -0.89, -5.85], [1.21, -1.60, -4.65], [1.13, -0.96, -3.44], [1.14, 0.43, -3.42], [1.08, 1.28, -2.32], [1.09, 2.55, -2.65], [1.16, 3.53, -1.59], [1.15, 4.91, -1.77], [1.27, 5.73, -0.67], [1.42, 5.17, 0.60], [1.42, 3.80, 0.78], [1.27, 2.97, -0.31], [1.31, 1.05, -6.78], [1.34, -1.42, -6.79], [1.20, -2.68, -4.68], [1.04, -1.52, -2.52], [1.05, 5.33, -2.76], [1.26, 6.81, -0.79], [1.53, 5.82, 1.46], [1.51, 3.39, 1.78], [-0.83, 0.40, -0.22], [-2.11, 0.59, -0.73], [-2.24, -0.10, -2.09], [-2.42, -1.43, -2.32], [-2.39, -1.78, -3.70], [-2.19, -0.70, -4.50], [-2.05, 0.74, -3.59], [-3.07, -0.12, 0.22], [-4.43, -0.13, 0.25], [-4.97, -0.99, 1.24], [-4.00, -1.63, 1.95], [-2.43, -1.16, 1.43], [-2.56, 2.04, -0.86], [-3.63, 2.52, -1.58], [-3.85, 3.91, -1.38], [-2.96, 4.46, -0.51], [-1.85, 3.29, 0.06], [-2.61, -2.14, -1.52], [-2.54, -2.79, -4.07], [-2.15, -0.67, -5.57], [-5.04, 0.46, -0.42], [-6.02, -1.13, 1.42], [-4.12, -2.33, 2.76], [-4.23, 1.91, -2.23], [-4.64, 4.47, -1.86], [-2.89, 5.48, -0.19], [2.45, -7.61, -1.13], [2.03, -6.19, -0.85], [0.74, -5.90, -0.43], [0.35, -4.60, -0.17], [-1.07, -4.35, 0.29], [1.28, -3.55, -0.36], [0.82, -2.19, -0.13], [1.53, -1.21, -0.35], [2.60, -3.83, -0.78], [3.66, -2.78, -0.98], [2.94, -5.15, -1.02], [1.65, -8.31, -0.93], [3.31, -7.88, -0.51], [2.76, -7.72, -2.17], [0.03, -6.70, -0.29], [-1.61, -5.29, 0.32], [-1.61, -3.68, -0.37], [-1.09, -3.92, 1.29], [-0.20, -2.03, 0.23], [3.79, -2.16, -0.09], [3.41, -2.10, -1.79], [4.61, -3.27, -1.21], [3.95, -5.38, -1.34]], "multiplicity": 1, "energy_ev": -120186.78208, "e_homo_ev": -10.247, "total_charge": 1, "lumo_energy_ev": -2.8}


{"formula": "C53H47BBrF4N2O2PSb2Ti", "method": "ωB97M-V with the def2-TZVPD basis set", "species": ["Ti", "Br", "C", "C", "C", "C", "C", "C", "N", "C", "C", "C", "C", "C", "C", "N", "H", "H", "H", "H", "H", "H", "H", "H", "H", "C", "C", "C", "Sb", "C", "C", "C", "C", "C", "C", "C", "C", "C", "C", "C", "C", "Sb", "C", "C", "C", "C", "C", "C", "C", "C", "C", "C", "C", "C", "H", "H", "H", "H", "H", "H", "H", "H", "H", "H", "H", "H", "H", "H", "H", "H", "H", "H", "H", "H", "H", "H", "H", "H", "H", "H", "O", "C", "O", "C", "P", "C", "C", "C", "C", "C", "C", "C", "C", "C", "C", "C", "C", "H", "H", "H", "H", "H", "H", "H", "H", "H", "H", "H", "H", "F", "B", "F", "F", "F"], "coordinates": [[1.65, -0.53, -0.95], [-3.36, -3.49, 3.13], [-1.55, -3.35, 2.37], [0.87, -3.07, 2.89], [1.04, -2.59, 1.67], [-0.13, -2.46, 0.72], [-0.50, -3.90, 0.38], [-1.30, -4.39, 1.31], [0.16, -1.64, -0.44], [-0.47, -1.99, -1.59], [0.14, -1.76, -2.82], [-0.61, -2.20, -4.06], [0.51, -0.54, -5.59], [1.91, -0.49, -5.03], [2.19, -0.76, -3.75], [1.32, -1.13, -2.74], [1.71, -3.22, 3.55], [2.03, -2.42, 1.25], [-0.06, -4.42, -0.46], [-1.70, -5.39, 1.39], [-1.38, -2.59, -1.52], [-0.88, -3.25, -3.95], [0.54, -0.24, -6.64], [2.71, -0.21, -5.69], [3.22, -0.65, -3.39], [1.44, 1.53, 3.41], [0.31, 2.54, 3.22], [-0.30, 2.61, 1.82], [-1.27, 0.84, 0.89], [-1.20, -0.78, 2.35], [-1.20, -0.56, 3.67], [-1.16, -1.50, 4.77], [-0.80, -2.78, 4.72], [-0.47, -3.51, 3.45], [-1.35, -2.05, 1.60], [-3.29, 1.44, 1.41], [-4.18, 0.57, 2.03], [-5.49, 0.95, 2.26], [-5.93, 2.20, 1.87], [-5.05, 3.07, 1.24], [-3.74, 2.68, 1.01], [2.28, 0.60, 1.62], [3.19, 2.33, 0.71], [3.78, 2.21, -0.55], [4.42, 3.29, -1.13], [4.46, 4.51, -0.47], [3.86, 4.64, 0.77], [3.23, 3.56, 1.36], [4.06, -0.04, 2.67], [4.35, -1.38, 2.85], [5.47, -1.75, 3.58], [6.29, -0.79, 4.14], [6.01, 0.55, 3.94], [4.90, 0.93, 3.21], [1.11, 0.68, 4.00], [2.28, 1.97, 3.94], [0.70, 3.55, 3.42], [-0.48, 2.36, 3.95], [0.46, 2.92, 1.10], [-1.09, 3.37, 1.83], [-1.24, 0.47, 3.99], [-1.39, -1.07, 5.73], [-0.78, -3.35, 5.63], [-0.38, -4.58, 3.68], [-2.21, -1.92, 0.92], [-3.85, -0.41, 2.34], [-6.17, 0.26, 2.75], [-6.95, 2.50, 2.05], [-5.39, 4.05, 0.93], [-3.07, 3.36, 0.50], [3.76, 1.26, -1.09], [4.88, 3.19, -2.09], [4.96, 5.35, -0.92], [3.88, 5.59, 1.29], [2.77, 3.67, 2.33], [3.73, -2.15, 2.41], [5.69, -2.80, 3.72], [7.15, -1.08, 4.72], [6.65, 1.31, 4.36], [4.68, 1.98, 3.05], [1.68, 1.91, -2.97], [0.76, 1.78, -2.19], [0.91, 1.08, -1.08], [-0.65, 2.29, -2.38], [-1.58, 0.67, -2.32], [-1.36, 0.08, -4.02], [-0.30, 0.43, -4.76], [-0.05, -1.97, -5.47], [-1.30, -1.99, -6.31], [-2.34, -1.59, -5.58], [-1.89, -1.33, -4.17], [-3.36, 1.00, -2.06], [-4.05, 2.17, -2.35], [-5.39, 2.26, -2.02], [-6.05, 1.20, -1.42], [-5.36, 0.03, -1.13], [-4.02, -0.05, -1.43], [-0.77, 2.85, -3.31], [-0.95, 2.89, -1.52], [0.14, 1.42, -4.71], [0.70, -2.70, -5.77], [-1.29, -2.20, -7.36], [-3.35, -1.44, -5.91], [-2.66, -1.54, -3.42], [-3.55, 3.00, -2.82], [-5.93, 3.17, -2.22], [-7.10, 1.28, -1.16], [-5.86, -0.80, -0.65], [-3.45, -0.94, -1.18], [3.40, -1.01, -0.77], [3.69, -2.78, -1.12], [4.32, -3.16, -0.03], [4.30, -2.71, -2.28], [2.36, -3.06, -1.16]], "multiplicity": 2, "energy_ev": -189863.97295, "e_homo_ev": [-10.055, -10.074], "total_charge": 1, "lumo_energy_ev": [-4.6, -4.9]}


{"formula": "C53H48BiF5N8O2SSi", "method": "ωB97M-V with the def2-TZVPD basis set", "species": ["Bi", "C", "O", "C", "C", "C", "C", "C", "C", "N", "N", "C", "C", "O", "C", "C", "C", "C", "C", "C", "C", "C", "H", "H", "H", "H", "H", "H", "H", "H", "H", "H", "H", "H", "H", "C", "Si", "C", "N", "C", "C", "C", "C", "C", "C", "C", "C", "C", "C", "C", "C", "C", "C", "C", "C", "C", "H", "H", "H", "H", "H", "H", "H", "H", "H", "H", "H", "H", "H", "H", "H", "H", "H", "H", "H", "H", "H", "H", "H", "H", "F", "C", "C", "F", "C", "F", "C", "S", "C", "F", "C", "F", "C", "C", "N", "C", "C", "N", "C", "N", "N", "N", "C", "C", "C", "C", "C", "C", "H", "H", "H", "H", "H", "H", "H", "H", "H", "H", "H"], "coordinates": [[-0.08, 0.28, -0.14], [0.72, -4.04, -1.11], [0.94, -2.86, -0.35], [2.23, -2.54, -0.05], [3.34, -3.11, -0.66], [4.62, -2.77, -0.24], [4.80, -1.88, 0.81], [3.70, -1.29, 1.40], [2.41, -1.58, 0.96], [1.28, -0.91, 1.45], [1.37, -0.46, 2.63], [0.37, 0.15, 3.30], [-0.99, 0.20, 2.89], [-1.40, 0.02, 1.68], [-1.98, 0.39, 3.90], [-1.65, 0.72, 5.17], [-0.29, 0.92, 5.55], [0.06, 1.36, 6.84], [1.37, 1.55, 7.19], [2.38, 1.31, 6.24], [2.06, 0.87, 4.98], [0.72, 0.64, 4.61], [1.23, -4.89, -0.66], [-0.36, -4.20, -1.09], [1.03, -3.92, -2.14], [3.21, -3.80, -1.48], [5.47, -3.21, -0.73], [5.80, -1.63, 1.14], [3.81, -0.58, 2.21], [-3.02, 0.29, 3.59], [-2.43, 0.88, 5.90], [-0.73, 1.56, 7.56], [1.63, 1.87, 8.19], [3.41, 1.47, 6.51], [2.83, 0.69, 4.25], [-1.64, -1.22, -0.82], [-2.08, -0.89, -2.60], [-1.57, 0.93, -2.93], [-1.54, 1.74, -1.70], [-2.87, 2.06, -1.15], [-3.61, 3.16, -1.92], [-2.73, 4.41, -2.06], [-1.39, 4.03, -2.70], [-0.73, 2.97, -1.82], [-3.89, -1.05, -3.08], [-4.93, -1.27, -2.17], [-6.24, -1.43, -2.60], [-6.54, -1.36, -3.95], [-5.53, -1.13, -4.88], [-4.22, -0.97, -4.44], [-1.08, -2.12, -3.63], [0.31, -2.02, -3.66], [1.08, -2.96, -4.33], [0.47, -4.02, -4.98], [-0.91, -4.14, -4.96], [-1.68, -3.19, -4.30], [-1.27, -2.23, -0.66], [-2.45, -1.03, -0.11], [-2.21, 1.40, -3.69], [-0.55, 0.92, -3.35], [-2.73, 2.38, -0.12], [-3.47, 1.14, -1.15], [-4.52, 3.41, -1.37], [-3.91, 2.81, -2.91], [-2.54, 4.83, -1.07], [-3.24, 5.17, -2.65], [-0.74, 4.90, -2.78], [-1.55, 3.63, -3.71], [-0.60, 3.38, -0.82], [0.25, 2.69, -2.19], [-4.70, -1.34, -1.11], [-7.03, -1.60, -1.88], [-7.56, -1.50, -4.29], [-5.76, -1.07, -5.93], [-3.44, -0.79, -5.17], [0.81, -1.20, -3.16], [2.16, -2.83, -4.37], [1.07, -4.76, -5.50], [-1.40, -4.96, -5.46], [-2.76, -3.28, -4.30], [1.67, 4.42, -6.81], [1.87, 3.61, -5.76], [2.06, 4.13, -4.49], [2.03, 5.45, -4.31], [2.25, 3.28, -3.42], [2.43, 3.85, -2.22], [2.23, 1.89, -3.53], [2.38, 0.86, -2.14], [2.07, 1.41, -4.83], [2.09, 0.09, -5.07], [1.90, 2.24, -5.93], [1.76, 1.72, -7.15], [2.18, 3.29, 0.94], [0.82, 3.59, 1.49], [-0.16, 2.72, 1.53], [-1.24, 3.36, 2.09], [-0.90, 4.64, 2.39], [0.42, 4.78, 2.02], [1.08, 6.07, 2.14], [2.50, 5.99, 2.06], [3.17, 6.64, 1.07], [4.42, 6.53, 1.26], [4.64, 5.80, 2.41], [5.81, 5.41, 3.04], [5.69, 4.66, 4.20], [4.43, 4.31, 4.72], [3.26, 4.69, 4.11], [3.39, 5.45, 2.95], [2.13, 2.36, 0.37], [2.91, 3.16, 1.75], [2.53, 4.07, 0.28], [-2.18, 2.86, 2.24], [-1.46, 5.46, 2.82], [0.79, 6.51, 3.09], [0.76, 6.73, 1.33], [6.78, 5.68, 2.63], [6.58, 4.33, 4.72], [4.39, 3.72, 5.62], [2.29, 4.40, 4.50]], "multiplicity": 1, "energy_ev": -109894.89806, "e_homo_ev": -6.916, "lumo_energy_ev": -1.0}


- Number 2 is which compound?
  C53H45N2O2PtS5